140
Properties=species:S:1:pos:R:3:mulliken_spin:R:1 method="wB97M-V/def2-TZVPD" gap_ev="6.33 / 6.69" e_above_lowest_ev=0.448 homo_energy_ev="-12.0 / -12.0" total_charge=+2 spin_multiplicity=2 largest_force_ha_per_bohr=0.0262
Ti 0.61 -0.26 -1.31 0.918
C 3.80 -3.82 -3.55 0.001
C 2.65 -2.88 -3.65 0.002
C 1.90 -2.58 -4.76 0.000
C 0.91 -1.68 -4.35 0.003
N 1.12 -1.37 -3.05 -0.018
N 2.17 -2.15 -2.63 0.018
B 2.50 -2.37 -1.13 -0.024
N 3.19 -1.12 -0.58 0.014
N 2.55 0.10 -0.54 0.003
C 3.45 0.98 -0.04 0.020
C 4.65 0.31 0.22 0.006
C 4.45 -1.01 -0.14 0.011
C 5.43 -2.12 -0.07 0.000
C 3.29 2.47 0.15 0.003
C 1.83 2.85 0.41 0.010
C 3.80 3.14 -1.13 0.001
C 4.13 2.95 1.34 0.000
N 1.17 -2.64 -0.38 -0.019
N -0.02 -2.16 -0.86 -0.021
C -0.98 -3.02 -0.50 0.008
C -0.43 -4.01 0.31 -0.003
C 0.93 -3.75 0.36 0.002
C 2.00 -4.52 1.04 0.000
C -2.35 -3.07 -1.12 -0.002
C -2.63 -1.78 -1.89 -0.020
C -2.32 -4.22 -2.14 0.000
C -3.44 -3.37 -0.08 0.000
C -0.21 -1.29 -5.30 -0.001
C -1.40 -0.53 -4.67 0.005
C 0.41 -0.46 -6.44 0.000
C -0.78 -2.59 -5.89 0.000
H 4.05 -4.19 -4.54 0.000
H 3.56 -4.68 -2.92 0.000
H 4.69 -3.34 -3.14 0.000
H 2.02 -3.01 -5.74 0.000
H 3.22 -3.30 -1.02 0.002
H 5.56 0.73 0.62 0.000
H 6.35 -1.77 0.39 0.000
H 5.67 -2.50 -1.06 0.001
H 5.05 -2.96 0.52 0.000
H 1.18 2.55 -0.41 0.012
H 1.74 3.93 0.55 -0.001
H 1.50 2.36 1.33 0.000
H 3.30 2.72 -2.00 -0.001
H 4.87 2.97 -1.25 0.000
H 3.63 4.22 -1.09 0.000
H 3.91 2.37 2.24 0.000
H 3.92 3.99 1.54 0.000
H 5.20 2.86 1.12 0.000
H -0.94 -4.83 0.78 0.000
H 1.58 -5.03 1.91 0.000
H 2.82 -3.88 1.35 0.000
H 2.40 -5.29 0.37 0.000
H -3.69 -1.66 -2.10 0.000
H -2.10 -1.83 -2.84 -0.002
H -2.28 -0.90 -1.35 0.017
H -1.51 -4.09 -2.85 0.000
H -3.27 -4.25 -2.68 0.000
H -2.18 -5.18 -1.64 0.000
H -3.38 -2.69 0.77 0.000
H -3.33 -4.38 0.31 0.000
H -4.42 -3.29 -0.54 0.000
H -1.62 0.37 -5.25 0.000
H -1.22 -0.26 -3.64 0.003
H -2.30 -1.14 -4.70 0.000
H 0.82 0.48 -6.06 0.000
H -0.36 -0.23 -7.19 0.000
H 1.20 -1.01 -6.94 0.000
H -1.10 -3.27 -5.10 0.000
H -0.05 -3.12 -6.51 0.000
H -1.64 -2.36 -6.52 0.000
C 2.74 2.92 -4.21 0.000
C 1.43 3.47 -3.66 0.001
S 0.19 2.15 -3.67 0.002
O 0.34 1.45 -2.29 -0.043
C -1.31 3.16 -3.48 0.002
C -1.80 3.66 -4.83 0.000
H 3.56 3.60 -4.02 0.000
H 2.66 2.78 -5.29 0.000
H 2.98 1.95 -3.76 0.000
H 1.04 4.28 -4.28 0.000
H 1.51 3.82 -2.63 0.000
H -1.09 3.98 -2.80 0.000
H -2.04 2.49 -3.02 -0.001
H -1.08 4.31 -5.32 0.000
H -2.72 4.23 -4.69 0.000
H -2.03 2.83 -5.50 0.000
C -0.69 1.98 2.15 0.010
C -1.89 2.01 3.07 0.001
As -1.66 3.18 4.68 0.000
C -0.03 2.31 5.33 0.000
C 0.11 0.93 5.40 0.000
C 1.29 0.37 5.87 0.000
C 2.34 1.19 6.27 0.000
C 2.20 2.57 6.20 0.000
C 1.02 3.13 5.73 0.000
C -2.97 2.16 5.73 0.000
C -2.70 1.78 7.04 0.000
C -3.63 1.08 7.78 0.000
C -4.86 0.75 7.22 0.000
C -5.15 1.13 5.92 0.000
C -4.21 1.84 5.18 0.000
P -0.87 0.69 0.77 0.116
C -2.56 1.17 0.24 -0.028
C -2.60 2.45 -0.32 -0.007
C -3.81 3.03 -0.68 0.001
C -4.99 2.33 -0.49 -0.001
C -4.96 1.06 0.06 0.001
C -3.75 0.48 0.42 -0.007
C -0.81 -0.74 1.93 -0.016
C 0.50 -1.06 2.28 0.015
C 0.77 -1.95 3.32 0.007
C -0.28 -2.54 4.00 0.001
C -1.59 -2.23 3.66 0.000
C -1.85 -1.32 2.65 -0.004
H 0.20 1.69 2.71 0.002
H -0.52 2.96 1.70 0.002
H -2.13 1.02 3.44 0.000
H -2.77 2.40 2.55 0.000
H -0.71 0.28 5.11 0.000
H 1.38 -0.71 5.93 0.000
H 3.25 0.75 6.65 0.000
H 3.02 3.21 6.52 0.000
H 0.91 4.20 5.68 0.000
H -1.74 2.04 7.49 0.000
H -3.41 0.79 8.80 0.000
H -5.60 0.20 7.80 0.000
H -6.10 0.88 5.48 0.000
H -4.46 2.15 4.17 0.000
H -1.68 3.01 -0.43 0.002
H -3.83 4.02 -1.10 0.000
H -5.94 2.78 -0.76 0.000
H -5.88 0.51 0.22 0.000
H -3.75 -0.52 0.84 0.000
H 1.33 -0.58 1.77 -0.002
H 1.79 -2.15 3.61 0.000
H -0.08 -3.24 4.81 0.000
H -2.41 -2.68 4.20 0.000
H -2.88 -1.05 2.46 0.000